ORCA calculation (wB97M-V/def2-TZVPD) on C40H102F3O14Zn as an isolated structure at a distorted geometry.

Geometry (Å):
Zn -3.19130 2.32013 -0.85458
C -1.32828 0.48146 1.05622
O -0.21480 0.69973 0.15526
O -2.30877 1.24283 0.50663
C -1.63360 -1.02104 1.30026
F -2.79285 -1.11128 1.97675
F -1.79723 -1.81782 0.21908
F -0.69950 -1.62173 2.04675
C 1.03885 0.09657 0.45714
C 1.94825 0.45275 -0.72547
H 1.97735 1.52229 -0.92698
H 2.92387 0.05266 -0.44744
H 1.57530 -0.08635 -1.59807
H 1.02549 -0.99500 0.51977
H 1.48094 0.45562 1.39083
H -0.98766 0.82608 2.03979
C 1.14005 5.85171 -3.88493
C 1.14841 4.36312 -4.15466
C 2.43210 3.78420 -4.70481
O 0.81426 3.67306 -2.93827
H 1.19031 6.42769 -4.81036
H 1.90050 6.16295 -3.16616
H 0.17054 6.12838 -3.46294
H 0.34165 4.16608 -4.86657
H 2.74122 4.33508 -5.59477
H 2.25856 2.74192 -4.98086
H 3.26582 3.76192 -3.99885
H 1.48810 3.92585 -2.29534
C -5.68215 0.09559 1.85635
C -5.42761 1.15338 2.94340
C -4.61686 0.51093 4.08230
O -4.52304 2.14138 2.40303
H -6.36761 0.46215 1.08413
H -6.07727 -0.85743 2.20815
H -4.79047 -0.12476 1.26275
H -6.37669 1.56095 3.27738
H -5.06272 -0.45912 4.30467
H -4.43463 1.17347 4.92955
H -3.57513 0.33817 3.79315
H -3.68970 1.70206 2.18660
C -0.72465 -0.60035 5.50546
C 0.71870 -0.99873 5.23318
C 1.45744 0.05321 4.42750
O 1.29714 -1.22174 6.50814
H -1.16697 -0.55608 4.50396
H -0.68153 0.41058 5.91817
H -1.30328 -1.27942 6.12207
H 0.68168 -1.90306 4.60552
H 2.47390 -0.18847 4.11882
H 1.45031 1.00960 4.95572
H 0.83863 0.16041 3.52972
H 2.19592 -1.53617 6.34724
C -0.30609 -4.75234 -0.74484
C -0.50870 -4.08790 -2.10419
C 0.71257 -3.34215 -2.63873
O -0.87609 -5.12021 -3.00684
H -1.24091 -5.24416 -0.47268
H -0.08410 -4.04373 0.05356
H 0.48304 -5.49939 -0.82502
H -1.35225 -3.39276 -2.01670
H 1.04527 -2.58160 -1.92769
H 0.42170 -2.82616 -3.56019
H 1.55258 -3.96364 -2.94754
H -0.99942 -4.77544 -3.89597
C -2.93834 -3.36383 4.28118
C -4.36165 -3.68726 3.85237
C -4.42849 -5.02261 3.13177
O -5.27297 -3.77069 4.95474
H -2.25139 -3.56061 3.45747
H -2.66750 -4.04407 5.09338
H -2.82442 -2.35083 4.66052
H -4.74838 -2.89657 3.20705
H -5.42697 -5.37596 2.88798
H -3.89075 -5.82705 3.64576
H -3.82555 -4.96507 2.21636
H -5.06068 -4.55661 5.46859
C 4.04428 -2.59761 1.14641
C 2.96105 -3.53783 0.67058
C 3.50681 -4.55076 -0.31303
O 2.38672 -4.20741 1.78067
H 4.90435 -3.22448 1.39539
H 3.71634 -2.13067 2.07876
H 4.33660 -1.81553 0.44871
H 2.26215 -2.91326 0.09599
H 2.67996 -5.10069 -0.77693
H 4.17925 -5.27836 0.14264
H 3.95969 -4.15828 -1.22606
H 2.05430 -5.06980 1.51526
C 5.08850 1.99608 -1.67435
C 6.19149 2.53678 -2.62226
C 6.52121 1.62012 -3.77153
O 5.81398 3.80713 -3.16909
H 5.47463 1.03592 -1.32902
H 4.12151 1.97318 -2.16643
H 5.12351 2.64917 -0.80042
H 7.10111 2.72395 -2.04177
H 6.68110 0.62452 -3.34242
H 7.42815 1.89603 -4.30037
H 5.62693 1.45128 -4.37559
H 5.66626 4.42203 -2.44296
C -4.68355 -2.76616 -3.89237
C -4.98835 -3.88421 -2.88819
C -4.58521 -3.47515 -1.47036
O -6.37868 -4.16656 -2.86667
H -5.16897 -3.04843 -4.82602
H -3.59931 -2.69813 -3.98634
H -5.08820 -1.83544 -3.49376
H -4.42617 -4.80197 -3.09586
H -3.52476 -3.21720 -1.47428
H -4.83630 -4.23876 -0.73991
H -5.10489 -2.53491 -1.26110
H -6.68012 -4.34812 -3.76220
C -0.52348 1.03947 -4.05059
C -1.74596 0.97820 -3.14478
C -1.84826 -0.43615 -2.55417
O -1.63519 1.95603 -2.08316
H 0.37731 1.09840 -3.43375
H -0.50994 1.89811 -4.71862
H -0.44815 0.11222 -4.61656
H -2.65547 1.26401 -3.68086
H -0.89330 -0.70820 -2.10435
H -2.05971 -1.04159 -3.43436
H -2.60957 -0.53795 -1.78057
H -0.75726 1.74691 -1.69407
C 2.87276 -0.28223 -4.41181
C 3.82584 -1.46685 -4.45210
C 4.31017 -1.85118 -3.03239
O 3.19146 -2.57935 -5.04231
H 2.84065 0.21647 -5.38139
H 3.26297 0.45663 -3.71087
H 1.86697 -0.57346 -4.11075
H 4.65561 -1.17405 -5.10370
H 3.46723 -1.96519 -2.34662
H 4.91066 -1.09222 -2.52092
H 4.97179 -2.71747 -2.97931
H 3.77808 -3.33576 -5.11979
C -1.31459 5.55491 4.07530
C -1.80309 4.18870 3.55818
C -1.29049 2.94278 4.28639
O -3.22799 4.24848 3.63117
H -1.40677 5.65323 5.15807
H -1.78836 6.42569 3.62308
H -0.26057 5.70789 3.81472
H -1.63842 4.08037 2.48270
H -0.20359 2.85992 4.19514
H -1.71257 2.01413 3.90626
H -1.46409 3.02703 5.36164
H -3.46655 4.35054 4.56001
C 1.59736 3.64238 1.84660
C 2.18279 4.74905 0.95538
C 1.85569 6.13142 1.50072
O 3.60722 4.52966 1.03018
H 1.94259 3.88524 2.85538
H 1.92142 2.61858 1.67737
H 0.50680 3.70804 1.79954
H 1.92795 4.68168 -0.10246
H 0.76635 6.26135 1.55538
H 2.16373 7.00643 0.93331
H 2.14195 6.17814 2.55380
H 3.88109 4.59835 1.95007

Computed properties:
Charge: +1
Frontier orbital gap: 4.75 eV